(1)
DFT (ωB97M-V with the def2-TZVPD basis set) results for 2 unconnected molecules or ions with the total composition C5H9NS in a non-equilibrium geometry.

Last column: natural (NBO) charge in e.
Positions of all 16 atoms, in Å:
H1 0.5569 -1.1323 0.7009  0.2578
N1 -2.8843 0.5494 -1.6372  -0.5779
C1 2.7632 -1.1020 -0.4718  -0.3998
H2 -3.6776 0.1737 -1.1046  0.3156
C2 2.7485 -0.0177 0.5899  -0.3244
C3 -2.1849 0.4924 0.6966  -0.6886
S1 1.6490 1.0863 -0.3583  0.1012
C4 -2.0228 0.7342 -0.7479  0.1199
H3 3.3463 0.2536 1.4606  0.2578
H4 -1.0864 1.2894 -0.9291  0.1653
H5 3.2224 -2.0296 -0.3103  0.2134
H6 -1.3535 -0.1341 1.1763  0.2238
H7 2.8957 -0.8030 -1.4471  0.2057
C5 1.4748 -0.6713 0.1494  -0.3106
H8 -3.2091 -0.1219 0.8796  0.1980
H9 -2.2380 1.4325 1.3530  0.2428

Values from the calculation:
E_HOMO (eV): -8.59
Electronic energy (a.u.): -648.71499
Frontier orbital gap (eV): 9.48

(2)
DFT (ωB97M-V with the def2-TZVPD basis set) results for 2 unconnected molecules or ions with the total composition CH4O2PS in a non-equilibrium geometry.

Last column: natural (NBO) charge in e.
Positions of all 9 atoms, in Å:
C1 0.3974 1.6140 0.9381  -0.8627
P1 0.2506 0.3693 -0.5247  1.0475
H1 0.2352 -1.4853 -1.0562  0.4430
H2 1.3033 1.8107 1.4587  0.1898
H3 -0.6817 -2.8629 -0.9851  0.4590
O1 -1.0538 0.6526 -1.1938  -1.1488
H4 -0.3623 2.3146 1.3087  0.2103
O2 0.0675 -2.4011 -1.5196  -0.9775
S1 -0.1562 -0.0119 1.5738  -0.3605

Values from the calculation:
E_HOMO (eV): -3.89
Net charge: -1
Electronic energy (a.u.): -930.56875
Frontier orbital gap (eV): 7.62

(3)
DFT (ωB97M-V with the def2-TZVPD basis set) results for 2 unconnected molecules or ions with the total composition C4H9NO.

Last column: natural (NBO) charge in e.
Positions of all 15 atoms, in Å:
N1 1.9653 -0.0738 0.1401  -0.8153
H1 -0.7156 2.0027 1.2459  0.2066
H2 2.9675 0.0598 0.1127  0.4044
H3 -1.8293 0.7887 0.5085  0.2625
C1 -0.7741 -1.9956 -0.1572  -0.8742
H4 1.6203 -0.9955 -0.0851  0.4035
H5 -1.8045 -2.3587 -0.1806  0.2276
H6 -0.5114 -1.7259 0.8712  0.2123
C2 -1.1227 1.6137 0.2995  -0.7538
O1 1.6421 2.1613 -0.3381  -0.5775
H7 -0.1070 -2.7868 -0.5128  0.2149
H8 -1.7261 2.3812 -0.2064  0.2509
C3 1.2237 1.0020 -0.2203  0.4895
H9 -0.6923 -1.1257 -0.8145  0.2254
C4 -0.1360 1.0529 -0.6630  0.1232

Values from the calculation:
E_HOMO (eV): -8.72
Electronic energy (a.u.): -287.69061
Frontier orbital gap (eV): 8.74

(4)
DFT (ωB97M-V with the def2-TZVPD basis set) results for 2 unconnected molecules or ions with the total composition C4H3N3O3 in a non-equilibrium geometry.

Last column: natural (NBO) charge in e.
Positions of all 13 atoms, in Å:
O1 -0.0100 0.8541 0.9496  -0.6228
N1 1.3139 -1.8033 2.6430  -0.2341
O2 2.9727 -0.7635 -1.4796  -0.2669
O3 3.5228 0.8778 -0.0687  -0.2455
H1 0.2495 1.2143 1.7917  0.5024
H2 0.9263 -1.1624 -1.2197  0.2814
C1 0.7973 -1.3121 1.7323  0.1274
C2 0.3311 -0.4588 0.7834  0.2591
N2 -1.8636 -2.6672 -0.3817  -0.2814
H3 -0.4148 -0.2458 -1.1760  0.2823
C3 -0.0293 -0.9564 -0.5379  -0.6010
C4 -0.9370 -2.0039 -0.5159  0.2710
N3 2.9068 0.1473 -0.7505  0.5280

Values from the calculation:
E_HOMO (alpha / beta) (eV): -8.83 / -10.38
Electronic energy (a.u.): -543.98401
Frontier orbital gap (alpha / beta) (eV): 7.34 / 9.18

(5)
DFT (ωB97M-V with the def2-TZVPD basis set) results for a molecular structure, C21H34Cl3NO12Zr in a non-equilibrium geometry.

Last column: Löwdin charge in e.
Positions of all 72 atoms, in Å:
C1 -0.6325 -0.6586 4.0573  -0.1360
H1 -2.5071 -2.6915 1.0755  0.0888
C2 -2.9816 5.5944 -1.4588  -0.0898
H2 1.5200 -3.7037 2.7679  0.0983
O1 -3.6799 -0.4014 -3.1965  0.1426
C3 6.0511 -2.3683 -2.6560  -0.1104
C4 -3.5933 3.3791 -1.1646  -0.4375
C5 0.8113 -1.7577 2.0825  -0.4237
O2 -4.0218 4.7033 -1.1090  0.0456
C6 -2.4521 0.1144 0.7999  -0.0352
C7 -2.0010 4.6197 -2.2367  -0.0907
O3 -0.2359 -1.6544 -0.1561  -0.2410
H3 2.5696 -0.5187 1.3720  0.0521
C8 0.9171 1.3825 -1.2540  -0.6335
H4 -3.4728 -1.6891 2.2411  0.1006
O4 -1.6613 -1.3473 -2.7468  -0.0282
H5 2.5520 -2.0792 0.7219  0.0539
O5 -3.6236 -2.4098 -2.3864  0.1052
O6 4.7764 -1.9071 -0.7914  0.0834
C9 0.5990 -3.1979 2.4782  -0.0257
H6 2.9825 -1.8016 2.4638  0.0983
H7 -5.6115 -2.7056 -1.9651  0.1523
H8 6.3742 -1.4487 -3.1438  0.1428
H9 -3.5066 0.1218 1.0755  0.1033
C10 6.1220 -2.1416 -1.1721  -0.1030
H10 -2.5665 0.0511 3.4340  0.1352
O7 2.8282 -2.0352 -1.8883  0.0186
H11 1.9797 3.1577 -1.0429  0.0885
H12 1.1869 2.6689 0.4554  0.0983
H13 -3.3931 6.3574 -2.1195  0.1348
Cl1 4.2423 4.2663 0.7562  0.5524
H14 -2.0112 -2.6732 2.7102  0.0724
H15 -5.7732 -0.3223 -3.4371  0.1508
O8 -2.4328 3.2912 -1.8719  0.0273
C11 1.0587 2.7523 -0.6238  0.0689
C12 0.7444 -0.8693 3.4020  -0.1394
H16 -1.0515 -1.5462 4.5312  0.1070
O9 1.7145 0.4705 -1.1489  -0.0952
O10 -4.2345 2.4318 -0.6196  0.0774
Cl2 5.8875 2.8032 2.5420  0.5903
Zr1 0.5921 -1.1354 -2.2255  2.1228
H17 -1.9688 4.7151 -3.3220  0.1270
O11 4.6974 -2.7116 -2.9230  0.1263
C13 -1.5933 -0.0775 2.9603  -0.1468
H18 1.4853 -1.2292 4.1159  0.1249
H19 -0.9385 4.7460 -2.0287  0.1039
C14 4.0068 -2.2146 -1.8765  -0.4944
H20 -1.3152 0.9583 2.7659  0.1161
C15 -4.9668 -2.2612 -2.7234  -0.0900
C16 -2.4839 -2.0465 1.9539  -0.0085
H21 -5.2899 -2.7219 -3.6569  0.1459
H22 -5.3079 -0.3102 -1.8465  0.1421
H23 0.1898 -3.7034 1.6034  0.0875
N1 -0.2661 -1.1527 1.1749  0.0010
H24 1.1214 0.1161 3.1282  0.1078
H25 6.6682 -1.1986 -1.1515  0.1408
C17 -2.8860 -1.3640 -2.7847  -0.4951
H26 -2.1141 1.1502 0.7673  0.0851
H27 6.7565 -3.1528 -2.9301  0.1503
H28 -2.4495 -0.1578 -0.2555  0.0652
H29 -2.4711 6.0784 -0.6262  0.1300
H30 0.2160 3.4397 -0.6972  0.0769
H31 -0.1318 -3.3065 3.2796  0.0781
C18 -1.6300 -0.8142 1.6561  -0.5138
Cl3 4.9010 1.3408 0.3887  0.5114
C19 4.5266 2.6859 1.5036  -1.5652
H32 3.6278 2.3845 2.0416  0.0122
C20 -4.9973 -0.7429 -2.7975  -0.0834
O12 -0.0051 0.9679 -1.9909  -0.1001
H33 -0.4091 0.0403 4.8634  0.1168
H34 6.6467 -3.0153 -0.7855  0.1518
C21 2.3152 -1.5438 1.6414  -0.0264

Values from the calculation:
E_HOMO (eV): -13.36
Net charge: +2
Electronic energy (a.u.): -3205.25320
Frontier orbital gap (eV): 5.54

(6)
DFT (ωB97M-V with the def2-TZVPD basis set) results for 2 unconnected molecules or ions with the total composition CH2O5P in a non-equilibrium geometry.

Last column: natural (NBO) charge in e.
Positions of all 9 atoms, in Å:
C1 -2.8315 0.0568 0.1489  1.0752
O1 -2.7139 -1.0882 0.3678  -0.6215
O2 -1.1359 0.7804 0.6821  -1.1823
P1 0.3106 0.5794 1.1978  1.4917
H1 0.6763 1.5625 -0.6743  0.4768
H2 -0.1969 -1.5292 0.8557  0.4771
O3 -3.4923 0.9628 -0.3102  -0.6332
O4 0.5905 -1.0327 0.6700  -1.0466
O5 1.3472 1.2735 0.0466  -1.0373

Values from the calculation:
E_HOMO (eV): -4.18
Net charge: -1
Electronic energy (a.u.): -757.02252
Frontier orbital gap (eV): 8.17